Below is the molecule C13H21N3O3S at a distorted geometry, with properties calculated with wB97M-V/def2-TZVPD.

```
41
Properties=species:S:1:pos:R:3:forces:R:3:nbo_charge:R:1
C 0.618 3.572 2.747 0.6 0.0 -1.2 -0.26
O 1.681 3.161 1.782 -1.1 -0.4 -0.7 -0.54
C 1.449 2.099 0.917 -0.4 -3.4 -0.8 0.35
C 1.840 0.773 1.273 -1.0 1.9 -3.8 -0.26
C 1.936 -0.325 0.436 -0.9 -0.1 -1.6 0.03
C 2.674 -1.599 0.867 1.7 1.0 1.0 -0.65
C 1.280 -0.156 -0.835 0.1 -1.4 1.1 -0.30
S 0.935 -1.686 -1.786 1.5 -2.4 -3.3 2.20
O 1.557 -2.979 -1.357 -1.0 3.1 0.6 -0.92
O 1.182 -1.460 -3.224 -0.4 0.5 2.0 -0.95
N -0.742 -1.887 -1.735 1.3 1.0 -0.5 -0.83
C -1.250 -2.374 -0.505 -0.7 -1.6 1.5 0.06
C -1.583 -1.276 0.434 -1.4 0.3 0.9 -0.42
C -2.660 -1.900 1.389 0.1 0.8 -3.8 -0.23
N -3.364 -2.913 0.498 -0.5 0.2 0.6 -0.48
N -2.552 -3.061 -0.723 0.1 2.1 0.1 -0.50
C 0.714 1.065 -1.246 -1.0 -1.4 0.3 0.03
C -0.179 1.151 -2.520 0.2 -0.8 0.1 -0.66
C 0.858 2.146 -0.364 0.4 2.6 0.9 -0.06
C 0.265 3.532 -0.625 0.7 -1.5 -0.5 -0.64
H 0.741 4.686 2.810 0.3 -1.2 0.6 0.21
H 0.829 2.946 3.664 -0.8 1.1 -0.8 0.21
H -0.405 3.491 2.296 0.9 -0.6 0.6 0.18
H 2.359 0.762 2.087 2.9 -0.6 5.3 0.20
H 2.014 -2.430 1.089 -0.2 0.1 0.6 0.24
H 3.352 -2.050 0.133 -0.4 0.6 -0.4 0.25
H 3.423 -1.321 1.711 -1.7 -0.6 -0.9 0.22
H -0.837 -2.533 -2.496 -0.4 -0.4 -0.6 0.41
H -0.489 -2.986 0.023 -0.3 -0.4 -0.5 0.17
H -0.806 -0.926 1.073 1.1 0.1 0.2 0.22
H -1.914 -0.421 -0.141 -0.5 0.2 0.0 0.21
H -2.118 -2.497 2.046 0.6 -0.5 2.0 0.19
H -3.210 -1.009 1.765 -0.3 -1.4 0.2 0.21
H -4.334 -2.592 0.315 1.2 -0.1 -0.6 0.35
H -2.519 -3.966 -1.181 0.0 -0.1 1.1 0.38
H 0.490 1.576 -3.267 -0.3 -0.3 -0.5 0.23
H -0.737 0.210 -2.889 1.7 1.3 0.8 0.27
H -0.984 1.846 -2.397 -0.3 0.7 0.4 0.21
H -0.514 3.501 0.153 -0.2 1.2 -0.9 0.22
H -0.009 3.494 -1.665 -1.1 0.6 -0.1 0.22
H 1.010 4.335 -0.551 -0.3 -0.3 0.6 0.23
```
Forces are in eV/Å.

Properties
Lowest unoccupied orbital energy (eV): 0.3
E (eV): -35264.691
Orbital gap (eV): 8.38
Energy above the lowest of the compared OMol25 structures with the same formula, charge and spin (kJ/mol): 544.57